{"formula": "C7H12Ag2F8NO15S4V2", "method": "ωB97M-V/def2-TZVPD", "homo_lumo_gap_ev": [7.21, 6.81], "spin_multiplicity": 7, "total_charge": 1, "total_energy_ha": -6030.6996, "e_lumo_ev": [-5.137, -5.536], "elements": ["Ag", "Ag", "V", "V", "S", "S", "S", "S", "F", "F", "F", "F", "F", "F", "F", "F", "O", "O", "O", "O", "O", "O", "O", "O", "O", "O", "O", "O", "O", "O", "O", "N", "C", "C", "C", "C", "C", "C", "C", "H", "H", "H", "H", "H", "H", "H", "H", "H", "H", "H", "H"], "xyz": [[1.2304, 2.5526, 0.2353], [0.6138, -2.3738, 0.0399], [-1.6037, 1.9694, -2.5581], [-3.0170, -1.5406, -1.3181], [-2.3705, -2.8141, 1.6265], [-2.7756, -4.7263, 0.0048], [-0.7946, 5.0375, -1.0528], [-0.8488, -1.1966, -3.7410], [-0.8763, 6.8825, -2.8671], [-2.8482, -1.2883, 1.6877], [0.8094, 7.0327, -1.5250], [-0.7691, -2.9608, -5.6294], [0.0077, -1.0167, -6.1441], [-2.1382, -1.3075, -6.0175], [0.8173, 5.5001, -3.0622], [-3.1225, -4.7347, -1.5352], [-1.1245, -0.7566, -0.6826], [-0.9556, -2.7021, 1.7634], [-1.8452, 5.7786, -0.4627], [-1.4484, -5.2067, 0.1039], [-1.3049, 3.9437, -1.9359], [-1.0729, 0.2759, -3.7494], [0.2342, 4.5567, -0.1494], [-0.5482, 1.4255, -0.8350], [-3.8191, -5.4168, 0.6294], [-1.0828, 1.0650, 2.8047], [-3.1508, -3.4177, 2.6194], [0.5009, 0.0680, 0.5804], [3.0555, -0.6603, 1.6665], [0.4475, -1.5884, -3.3026], [-1.9634, -1.9134, -3.0814], [-2.8369, -3.0587, 0.1066], [-0.9603, -1.6601, -5.5283], [-0.3929, 0.2505, -0.3014], [-0.0852, -0.3257, 4.5379], [-0.4421, 1.0960, 4.1004], [5.4223, -0.9427, 1.6540], [4.2438, -0.3723, 0.9285], [0.0565, 6.1951, -2.2212], [4.3340, 0.7287, 0.9197], [-0.9343, -0.9804, 4.3492], [0.8314, -0.7097, 4.0897], [0.0717, -0.2959, 5.6202], [5.4232, -2.0313, 1.6320], [2.2671, -0.3279, 1.2265], [6.3476, -0.5679, 1.2113], [-1.2270, 1.4234, 4.7748], [4.2059, -0.6361, -0.1349], [-0.4772, 0.6362, 2.1904], [0.4543, 1.7133, 4.0439], [5.4615, -0.6014, 2.6879]], "forces_ev_per_a": [[-0.1, 0.0, 0.3], [0.1, -0.1, 0.2], [1.7, 0.5, 1.1], [2.1, -0.4, 0.4], [-0.1, 3.8, 1.3], [-0.2, -0.8, -2.4], [-0.2, 0.0, 0.6], [0.6, 0.0, 0.5], [0.3, -0.2, -0.3], [0.1, -0.3, -0.6], [0.0, -0.1, -0.1], [-0.2, 0.0, 0.0], [0.1, 0.2, -0.2], [0.0, -0.1, 0.0], [0.0, 0.1, -0.2], [0.0, 0.2, 0.0], [-0.9, 0.4, -0.4], [0.4, -0.5, 0.0], [-0.3, 0.2, 0.0], [0.5, 0.5, 0.2], [-0.2, -1.3, -1.1], [-0.8, 0.5, 0.4], [0.4, -0.1, -0.3], [-0.8, -0.4, -0.8], [-0.8, 0.1, 0.5], [0.2, 0.4, 0.1], [-0.1, -1.1, 0.2], [-0.2, 0.4, -0.9], [-0.1, -0.8, -0.2], [0.0, 0.0, 0.1], [-0.8, 0.3, 0.0], [-0.1, -1.5, 0.5], [0.0, 0.0, 0.3], [-0.1, -0.4, 0.1], [0.1, 0.5, 0.5], [-0.5, -1.5, -0.8], [0.5, 0.0, 0.0], [-0.4, 1.5, 0.2], [-0.3, 0.0, 0.5], [0.2, -0.1, 0.0], [0.1, -0.1, -0.1], [-0.1, 0.0, -0.2], [0.1, -0.2, 0.0], [0.0, 0.0, 0.0], [0.1, 0.2, -0.1], [0.0, -0.2, -0.2], [0.3, 0.7, 0.1], [-0.2, -0.5, 0.2], [0.1, -0.1, 0.1], [-0.2, 0.4, 0.4], [-0.3, -0.1, 0.0]]}